No. 1
C32H29N4O4PS2Se2Ti | ωB97M-V with the def2-TZVPD basis set

The calculation puts the HOMO energy at -0.511 hartree. The LUMO energy comes out at -7.1 eV. The relative energy (zero: lowest compared OMol25 entry of this formula, charge and spin) comes out at 50.3 kcal per mole. As for the net charge: +2. The value obtained for the gap between HOMO and LUMO is 6.8 eV. The calculation puts the electronic energy at -8546.52185 Ha.

Atoms and positions in Å:
Ti (-1.4613, -1.2484, -0.2015)
Se (1.0267, -1.5003, -1.2051)
P (1.6219, -1.9669, 0.8879)
Se (-0.3457, -2.1147, 1.8518)
C (2.5905, -3.4874, 1.1958)
C (1.9886, -4.5655, 1.8366)
C (2.7518, -5.6674, 2.1800)
C (4.1057, -5.6937, 1.8805)
C (4.7000, -4.6208, 1.2326)
C (3.9483, -3.5103, 0.8865)
C (2.6308, -0.5758, 1.4979)
C (2.5380, -0.2199, 2.8373)
C (3.3060, 0.8320, 3.3061)
C (4.1575, 1.5085, 2.4449)
C (4.2560, 1.1355, 1.1127)
C (3.4883, 0.0919, 0.6291)
H (0.9341, -4.5251, 2.0869)
H (2.2925, -6.4965, 2.6955)
H (4.6993, -6.5487, 2.1658)
H (5.7562, -4.6443, 1.0135)
H (4.4084, -2.6675, 0.3916)
H (1.8597, -0.7508, 3.4910)
H (3.2474, 1.1151, 4.3453)
H (4.7567, 2.3249, 2.8167)
H (4.9390, 1.6511, 0.4547)
H (3.5471, -0.2096, -0.4106)
N (-2.7953, 0.0038, -3.9247)
C (-2.8220, 1.3215, -3.5448)
C (-3.3993, 2.4383, -4.1366)
C (-3.2780, 3.6364, -3.4651)
C (-2.5863, 3.7107, -2.2516)
C (-2.0265, 2.6010, -1.6540)
C (-2.1483, 1.3712, -2.3012)
N (-1.7421, 0.0918, -1.9587)
C (-2.1668, -0.6905, -2.9538)
C (-2.0270, -2.1284, -2.9048)
C (-2.2619, -3.0804, -3.8653)
S (-1.9527, -4.6462, -3.2487)
C (-1.5485, -3.9643, -1.7410)
N (-1.6262, -2.6611, -1.7074)
H (-3.1887, -0.3652, -4.7749)
H (-3.9304, 2.3651, -5.0720)
H (-3.7202, 4.5320, -3.8745)
H (-2.4938, 4.6680, -1.7624)
H (-1.5024, 2.7039, -0.7214)
H (-2.6122, -2.9501, -4.8695)
H (-1.2548, -4.5530, -0.8846)
C (2.2331, 4.4040, -1.6768)
C (1.3980, 3.7203, -0.6499)
C (0.6880, 4.4503, 0.3024)
C (-0.1106, 3.8192, 1.2440)
C (-0.1875, 2.4396, 1.2212)
C (0.5146, 1.6925, 0.2914)
C (1.3079, 2.3250, -0.6433)
S (-1.1803, 1.5243, 2.3705)
O (-1.9436, 2.3716, 3.2160)
O (-0.3900, 0.4712, 2.9275)
N (-2.3127, 0.6568, 1.2957)
C (-3.5721, 0.3684, 2.0366)
C (-4.0576, -1.0975, 1.9219)
C (-3.4587, -1.6541, 0.6666)
O (-3.4588, -0.9852, -0.4017)
O (-2.6720, -2.6376, 0.7109)
H (2.1367, 5.4830, -1.6153)
H (1.9448, 4.0829, -2.6761)
H (3.2823, 4.1455, -1.5462)
H (0.7609, 5.5267, 0.3060)
H (-0.6709, 4.3746, 1.9783)
H (0.4003, 0.6100, 0.3315)
H (1.8533, 1.7415, -1.3715)
H (-2.5435, 1.3212, 0.5547)
H (-4.3545, 1.0347, 1.6681)
H (-3.3994, 0.5913, 3.0926)
H (-5.1468, -1.1175, 1.8788)
H (-3.7233, -1.7126, 2.7629)


No. 2
C32H29N7O4SeTl | ωB97M-V with the def2-TZVPD basis set

The calculation puts the HOMO energy at -0.397 hartree. The LUMO energy comes out at -3.8 eV. The relative energy (zero: lowest compared OMol25 entry of this formula, charge and spin) comes out at 0.0 kcal per mole. As for the net charge: +1. The value obtained for the gap between HOMO and LUMO is 7.0 eV. The calculation puts the electronic energy at -4494.74025 Ha.

Atoms and positions in Å:
Tl (10.4837, 10.7844, 8.4230)
C (14.1063, 11.4486, 6.5275)
C (13.0810, 11.2985, 5.4676)
C (12.6577, 9.8519, 5.3088)
C (13.5189, 8.9867, 4.6035)
C (13.1329, 7.6585, 4.3501)
C (11.9588, 7.1977, 4.9542)
C (11.2302, 8.1649, 5.6707)
N (11.5497, 9.4385, 5.9088)
N (13.6076, 12.3810, 7.6172)
C (14.3282, 12.2260, 8.8945)
C (13.9255, 11.0740, 9.8043)
C (14.5733, 9.8335, 9.8123)
C (14.1230, 8.8434, 10.6672)
C (13.0302, 9.0922, 11.4946)
C (12.3358, 10.3277, 11.3483)
N (12.8099, 11.2573, 10.4773)
C (13.7555, 13.7623, 7.0952)
C (12.8765, 14.7153, 7.8349)
C (12.6970, 15.9976, 7.3812)
C (11.8805, 16.8643, 8.1034)
C (11.2059, 16.4075, 9.2485)
C (11.3932, 15.0453, 9.6025)
N (12.1839, 14.2096, 8.9125)
H (15.1091, 11.7242, 6.2242)
H (14.1638, 10.4361, 6.9757)
H (13.4303, 11.5669, 4.4782)
H (12.1825, 11.8866, 5.7263)
H (14.4321, 9.4175, 4.2130)
H (13.7333, 6.9807, 3.7153)
H (11.6602, 6.1593, 4.8258)
H (10.2693, 7.9488, 6.1408)
H (14.1522, 13.0835, 9.5666)
H (15.4010, 12.1887, 8.6988)
H (15.3984, 9.5520, 9.1359)
H (14.7002, 7.8850, 10.7357)
H (12.6454, 8.3589, 12.1514)
H (11.4891, 10.6744, 11.9446)
H (13.5627, 13.8828, 6.0190)
H (14.8023, 14.1350, 7.1428)
H (13.2645, 16.3726, 6.5489)
H (11.7226, 17.8536, 7.6939)
H (10.5760, 17.0676, 9.9243)
H (10.9886, 14.6145, 10.5275)
O (11.3620, 6.5694, 10.4045)
C (10.7355, 7.3680, 9.5129)
O (11.2466, 7.7514, 8.4595)
C (9.4251, 7.7885, 10.0490)
C (8.8136, 7.0999, 11.0780)
C (7.5377, 7.5802, 11.5256)
C (7.0190, 8.7200, 10.9210)
C (7.7890, 9.4135, 9.9415)
N (9.0008, 8.9875, 9.4937)
C (7.3193, 10.6886, 9.3886)
O (5.9757, 10.9080, 9.3368)
O (8.1130, 11.5703, 9.0769)
H (12.1845, 6.2813, 9.9821)
H (9.3803, 6.2802, 11.5871)
H (6.9956, 6.9509, 12.2660)
H (6.0029, 9.0821, 11.1593)
H (5.4896, 10.0780, 9.3014)
Se (10.4066, 13.8532, 13.2004)
N (9.3353, 12.4193, 13.2193)
C (8.0682, 12.8422, 12.9698)
C (6.9236, 12.0151, 12.9250)
C (5.7521, 12.6119, 12.5313)
C (5.7069, 13.9855, 12.1917)
C (6.8112, 14.8566, 12.2042)
C (8.0012, 14.2445, 12.6398)
N (9.1598, 14.8668, 12.6453)
H (7.0315, 10.9182, 13.2017)
H (4.7773, 12.0780, 12.4697)
H (4.7285, 14.3612, 11.7688)
H (6.7380, 15.8956, 12.2837)


No. 3
C32H29N7O6S2Sn | ωB97M-V with the def2-TZVPD basis set

The calculation puts the HOMO energy at -0.271 hartree. The LUMO energy comes out at -2.7 eV. The relative energy (zero: lowest compared OMol25 entry of this formula, charge and spin) comes out at 88.3 kcal per mole. The value obtained for the gap between HOMO and LUMO is 4.7 eV. The calculation puts the electronic energy at -3082.21810 Ha.

Atoms and positions in Å:
Sn (0.6785, 1.1801, 0.7135)
O (-4.2845, 4.2606, -1.9642)
C (-3.2911, 3.6408, -1.3039)
C (-2.2223, 4.3417, -0.7292)
C (-1.2607, 3.6064, -0.0737)
N (-1.3254, 2.3219, 0.0294)
C (-2.3112, 1.6271, -0.4961)
C (-3.3398, 2.2441, -1.1744)
C (-2.2278, 0.1205, -0.2441)
O (-3.1015, -0.5920, -0.7019)
O (-1.2183, -0.2206, 0.4630)
C (-0.0410, 4.1962, 0.6722)
O (-0.0157, 5.4112, 0.7799)
O (0.7764, 3.3063, 1.1006)
H (-4.1414, 5.2137, -1.9784)
H (-2.1324, 5.4175, -0.7927)
H (-4.1476, 1.6610, -1.5899)
C (-0.0847, -3.3084, -4.3290)
C (1.2547, -2.5918, -4.1869)
N (1.6083, -2.4146, -2.7828)
C (2.2932, -3.5201, -2.1274)
C (3.7948, -3.2592, -2.0042)
C (1.2688, -1.2884, -2.1345)
S (1.6686, -1.2317, -0.4460)
N (0.6257, -0.3721, -2.8359)
C (0.4618, 0.9069, -2.5306)
O (1.0110, 1.5216, -1.5758)
C (-0.3767, 1.6800, -3.4836)
C (-0.5361, 3.0483, -3.2770)
C (-1.3042, 3.7994, -4.1485)
C (-1.8991, 3.1931, -5.2449)
C (-1.7252, 1.8339, -5.4670)
C (-0.9797, 1.0741, -4.5829)
H (-0.3115, -3.4796, -5.3802)
H (-0.8733, -2.6986, -3.8912)
H (-0.0687, -4.2696, -3.8159)
H (1.1958, -1.6094, -4.6484)
H (2.0530, -3.1606, -4.6684)
H (2.1180, -4.4205, -2.7170)
H (1.8598, -3.6632, -1.1353)
H (4.2366, -3.1163, -2.9898)
H (4.2844, -4.1020, -1.5186)
H (3.9703, -2.3664, -1.4081)
H (-0.0434, 3.5094, -2.4329)
H (-1.4260, 4.8618, -3.9825)
H (-2.4924, 3.7819, -5.9315)
H (-2.1669, 1.3623, -6.3342)
H (-0.8526, 0.0129, -4.7383)
S (2.7186, -0.2260, 2.4572)
C (1.4375, -0.6192, 3.5385)
N (1.2681, -1.7929, 4.0911)
N (1.9423, -2.7935, 3.5849)
C (1.7916, -4.1133, 3.9735)
C (2.3997, -5.1086, 3.2053)
C (2.2183, -6.4387, 3.5346)
C (1.4415, -6.7891, 4.6301)
C (0.8661, -5.7969, 5.4122)
C (1.0364, -4.4625, 5.0941)
N (0.5848, 0.3746, 3.9288)
N (0.1281, 1.1848, 3.1192)
C (-0.5194, 2.3435, 3.5188)
C (-1.5106, 2.8676, 2.6864)
C (-2.0845, 4.0864, 2.9859)
C (-1.6755, 4.7878, 4.1129)
C (-0.7116, 4.2546, 4.9573)
C (-0.1299, 3.0358, 4.6686)
H (2.5680, -2.5852, 2.8036)
H (2.9923, -4.8267, 2.3439)
H (2.6797, -7.2067, 2.9293)
H (1.2793, -7.8307, 4.8692)
H (0.2765, -6.0668, 6.2772)
H (0.5883, -3.6791, 5.6867)
H (-1.8341, 2.2919, 1.8302)
H (-2.8467, 4.4992, 2.3394)
H (-2.1147, 5.7494, 4.3386)
H (-0.4077, 4.7928, 5.8442)
H (0.6594, 2.6176, 5.2778)